The following is a quantum chemistry calculation of a molecular structure, C26H69CdN6O8 at a distorted geometry, from OMol25.

Summary:
Charge   +1
Frontier orbital gap   6.2652 eV
Molecular weight   706.28 g/mol
Highest occupied orbital energy   -10.78 eV

Last column: Mulliken charge in e.
Positions of all 110 atoms, in Å:
Cd -2.90135 0.25642 -1.77347  0.836
C 0.30647 0.27667 0.91718  0.929
C -0.94013 0.37287 0.06466  0.605
O -1.76426 1.29483 0.19858  -0.760
O -1.16110 -0.43866 -0.87802  -0.641
H 0.87807 -0.62268 0.68589  -0.494
H 0.11529 0.32056 1.98229  -0.534
H 0.98101 1.04774 0.53525  0.517
C 2.18229 1.86343 3.32100  -1.428
C 1.15007 1.57973 4.41595  2.036
C 1.68975 1.07880 5.73133  -1.134
O 2.31556 -0.17493 5.57569  -0.304
C 2.09071 -1.05804 6.67243  -0.792
N 0.30208 2.77566 4.58772  -0.785
H 3.03618 2.46110 3.66612  0.445
H 1.76896 2.33812 2.43374  0.310
H 2.79445 1.00224 3.02282  0.235
H 0.45237 0.86362 3.97001  -0.852
H 0.79788 0.95596 6.35964  0.507
H 2.39481 1.74795 6.23782  0.368
H 2.76813 -1.89282 6.51634  0.210
H 1.02775 -1.31584 6.64818  0.314
H 2.31754 -0.53145 7.60399  0.364
H 0.75836 3.49689 5.13650  0.281
H 0.16245 3.16686 3.66534  0.228
C -1.21646 -6.34573 -1.50639  -1.442
C -0.97861 -5.48996 -0.22922  0.522
C -0.38052 -4.11196 -0.54833  0.848
O 0.80257 -4.27197 -1.30469  -0.530
C 1.41564 -3.03284 -1.53917  -0.045
N -2.16102 -5.45704 0.63769  -0.744
H -0.93670 -5.80358 -2.41017  0.272
H -2.18875 -6.81749 -1.63126  0.417
H -0.51612 -7.17856 -1.41141  0.326
H -0.13852 -5.89436 0.34689  0.323
H -0.09490 -3.66600 0.41349  -0.496
H -1.07008 -3.41778 -1.04926  -0.383
H 2.40643 -3.17429 -1.97694  0.361
H 1.67392 -2.58098 -0.57303  0.099
H 0.86487 -2.35529 -2.19638  -0.202
H -2.07483 -6.26128 1.25363  0.321
H -2.03865 -4.69975 1.30465  -0.023
C -3.12390 -2.91081 2.10250  -1.404
C -2.32623 -2.07770 3.09256  0.576
C -0.81046 -2.33320 3.08260  0.859
O -0.43287 -3.69487 3.03097  -0.437
C 0.96942 -3.83855 3.07159  -0.449
N -2.48055 -0.63531 2.72187  -0.468
H -2.85199 -2.86416 1.04780  0.243
H -4.19956 -2.81160 2.25674  0.444
H -2.97440 -3.95747 2.36880  0.489
H -2.66173 -2.18460 4.12477  0.373
H -0.26098 -1.64861 3.73658  -0.001
H -0.47888 -1.96773 2.09407  -0.646
H 1.41200 -3.62507 2.09174  0.119
H 1.18727 -4.89609 3.23822  0.261
H 1.46981 -3.31985 3.89107  0.237
H -2.14563 -0.64176 1.75857  -0.151
H -3.48050 -0.53730 2.55281  0.371
C -2.12316 7.95870 -1.85010  -1.344
C -2.10229 6.55912 -1.18495  0.436
C -0.64470 5.98302 -1.07258  -0.758
O -0.74384 4.57642 -0.96571  -0.184
C 0.56096 4.00101 -1.03467  -0.548
N -2.79335 6.56045 0.06761  -0.629
H -2.05490 8.68545 -1.04101  0.312
H -3.07784 8.08398 -2.36020  0.358
H -1.30227 8.07874 -2.55779  0.365
H -2.64573 5.84702 -1.81412  0.206
H -0.23147 6.34892 -0.12323  0.297
H 0.01306 6.32023 -1.87693  0.363
H 0.47274 2.91850 -0.98177  -0.331
H 1.17078 4.42324 -0.23188  0.485
H 1.05001 4.24880 -1.98230  0.373
H -3.72651 6.94204 -0.03530  0.245
H -2.34453 7.14943 0.76214  0.245
C -2.44245 -2.93167 -4.83165  -1.609
C -2.01015 -1.79249 -3.91042  1.613
C -1.78583 -0.47200 -4.67744  -1.011
O -1.83613 0.55006 -3.68459  -0.173
C -1.17164 1.76289 -4.05575  -0.534
N -3.13532 -1.58482 -2.96833  -0.534
H -3.24293 -2.68302 -5.53063  0.430
H -2.72386 -3.82976 -4.27765  0.432
H -1.64208 -3.30002 -5.47980  0.405
H -1.08417 -2.02245 -3.38794  -0.601
H -2.56093 -0.26840 -5.42400  0.381
H -0.83416 -0.47469 -5.20997  0.432
H -1.19179 2.39730 -3.16935  0.009
H -1.75619 2.28517 -4.82006  0.343
H -0.16464 1.60308 -4.43332  0.300
H -3.21598 -2.44528 -2.42134  0.320
H -4.04142 -1.64347 -3.43498  0.294
C 3.67588 2.51391 -2.87836  -1.477
C 3.31402 1.05091 -3.07540  0.255
C 3.98920 0.12142 -2.02012  -0.808
O 3.94849 0.69149 -0.73031  -0.246
C 4.37725 -0.20381 0.29018  -0.656
N 1.85672 0.94898 -2.84482  -0.048
H 3.07751 3.15651 -3.52377  0.356
H 4.70113 2.70194 -3.20726  0.435
H 3.59255 2.77055 -1.82336  0.285
H 3.58981 0.73551 -4.08192  0.435
H 5.05438 0.21855 -2.29217  0.499
H 3.76357 -0.94140 -2.13035  0.477
H 4.50626 0.31059 1.24162  0.246
H 5.29255 -0.70271 -0.02467  0.394
H 3.54020 -0.86889 0.53188  0.086
H 1.62962 1.34295 -1.93474  -0.122
H 1.75108 -0.04352 -2.63677  0.000

Atoms 1-6, force components in eV/Å:
Cd 0.257 0.623 0.946
C 0.367 -0.358 -1.110
C -0.169 0.596 0.009
O -0.719 0.852 0.334
O 1.655 -2.220 -0.229
H -0.400 -0.289 0.061